[1]
C26H26Cl3HfN10O2 | the ωB97M-V functional and the def2-TZVPD basis

Total charge: +3
Multiplicity: 1
HOMO-LUMO gap in Ha: 0.3322
Electronic energy in eV: -85234.56443

Positions of all 68 atoms, in Å:
Hf1 -0.104 -0.042 -0.215
C1 -0.077 2.632 1.573
N1 0.538 2.192 0.292
C2 0.025 3.088 -0.777
C3 -1.398 2.720 -1.100
C4 -2.211 3.621 -1.751
C5 -3.520 3.269 -2.037
C6 -3.979 2.025 -1.634
C7 -3.112 1.176 -0.984
N2 -1.828 1.494 -0.717
C8 2.016 2.314 0.425
C9 2.738 1.371 -0.484
C10 3.941 1.706 -1.069
C11 4.598 0.765 -1.846
C12 4.023 -0.487 -2.013
C13 2.821 -0.751 -1.398
N3 2.175 0.157 -0.634
C14 0.041 1.560 2.606
C15 0.116 1.862 3.952
C16 0.127 0.829 4.875
C17 0.054 -0.480 4.414
C18 -0.004 -0.704 3.059
N4 0.002 0.294 2.144
H1 0.388 3.562 1.907
H2 -1.132 2.843 1.397
H3 0.073 4.123 -0.429
H4 0.655 2.998 -1.659
H5 -1.820 4.592 -2.028
H6 -4.173 3.960 -2.554
H7 -4.997 1.712 -1.818
H8 -3.446 0.203 -0.669
H9 2.319 3.348 0.252
H10 2.276 2.072 1.459
H11 4.357 2.694 -0.917
H12 5.542 1.006 -2.319
H13 4.491 -1.250 -2.620
H14 2.340 -1.711 -1.526
H15 0.161 2.896 4.269
H16 0.188 1.040 5.935
H17 0.048 -1.319 5.096
H18 -0.063 -1.711 2.674
Cl1 -1.673 0.074 -4.800
C19 -0.059 -0.480 -4.319
Cl2 0.158 -2.182 -4.663
Cl3 1.193 0.479 -5.075
C20 -0.044 -0.239 -2.806
O1 -0.404 -1.173 -1.993
O2 0.267 0.860 -2.309
N5 -4.267 -3.478 -0.362
N6 -3.528 -2.517 0.255
N7 -3.757 -2.174 1.508
C21 -2.772 -1.316 1.728
N8 -1.989 -1.175 0.654
N9 -2.510 -1.964 -0.304
H19 -5.174 -3.554 0.081
H20 -4.247 -3.357 -1.365
H21 -2.639 -0.802 2.665
C22 2.095 -4.546 0.964
C23 2.570 -3.362 1.517
C24 1.924 -2.186 1.217
N10 0.840 -2.124 0.416
C25 0.393 -3.277 -0.121
C26 0.990 -4.496 0.131
H22 2.586 -5.487 1.176
H23 3.434 -3.348 2.167
H24 2.283 -1.249 1.623
H25 -0.453 -3.209 -0.789
H26 0.591 -5.389 -0.331

For reference, the natural (NBO) charges in units of e are: atom 1 (Hf): 2.492, atom 2 (C): -0.261, atom 3 (N): -0.514, atom 4 (C): -0.263, atom 5 (C): 0.246, atom 6 (C): -0.223, atom 7 (C): -0.073, atom 8 (C): -0.219, atom 9 (C): 0.079, atom 10 (N): -0.626, atom 11 (C): -0.254, atom 12 (C): 0.227, atom 13 (C): -0.217, atom 14 (C): -0.076, atom 15 (C): -0.212, atom 16 (C): 0.068, atom 17 (N): -0.622, atom 18 (C): 0.228, atom 19 (C): -0.225, atom 20 (C): -0.090, atom 21 (C): -0.176, atom 22 (C): 0.038, atom 23 (N): -0.625, atom 24 (H): 0.242, atom 25 (H): 0.253, atom 26 (H): 0.236, atom 27 (H): 0.272, atom 28 (H): 0.258, atom 29 (H): 0.264, atom 30 (H): 0.261, atom 31 (H): 0.210, atom 32 (H): 0.243, atom 33 (H): 0.242, atom 34 (H): 0.257, atom 35 (H): 0.265, atom 36 (H): 0.265, atom 37 (H): 0.232, atom 38 (H): 0.260, atom 39 (H): 0.267, atom 40 (H): 0.257, atom 41 (H): 0.230, atom 42 (Cl): 0.091, atom 43 (C): -0.242, atom 44 (Cl): 0.110, atom 45 (Cl): 0.112, atom 46 (C): 0.789, atom 47 (O): -0.778, atom 48 (O): -0.700, atom 49 (N): -0.568, atom 50 (N): 0.223, atom 51 (N): -0.211, atom 52 (C): 0.179, atom 53 (N): -0.466, atom 54 (N): -0.039, atom 55 (H): 0.427, atom 56 (H): 0.414, atom 57 (H): 0.249, atom 58 (C): -0.105, atom 59 (C): -0.226, atom 60 (C): 0.048, atom 61 (N): -0.628, atom 62 (C): 0.047, atom 63 (C): -0.180, atom 64 (H): 0.262, atom 65 (H): 0.261, atom 66 (H): 0.221, atom 67 (H): 0.241, atom 68 (H): 0.254

=====

[2]
C26H26Cl4N8O2SeTi | the ωB97M-V functional and the def2-TZVPD basis

Multiplicity: 1
HOMO-LUMO gap in Ha: 0.1625
Electronic energy in eV: -181954.25399
Energy above the lowest of the compared OMol25 structures with the same formula, charge and spin in kJ/mol: 4.4

Positions of all 68 atoms, in Å:
Ti1 -0.534 0.291 -0.322
C1 -0.921 -3.278 -2.857
C2 -0.410 -2.198 -1.954
N1 -1.238 -1.358 -1.263
C3 -2.657 -1.665 -1.196
C4 -3.031 -1.603 0.274
N2 -2.559 -0.298 0.726
C5 -2.668 -0.032 2.151
C6 -2.272 1.420 2.381
N3 -1.185 1.826 1.462
C7 -0.088 2.517 2.146
C8 1.177 2.414 1.327
N4 1.288 1.074 0.778
C9 2.434 0.638 0.394
C10 3.720 1.356 0.670
C11 2.362 -0.542 -0.455
C12 3.461 -1.216 -0.891
C13 3.299 -2.309 -1.795
C14 2.045 -2.632 -2.196
C15 0.911 -1.928 -1.701
N5 1.073 -0.860 -0.813
H1 -1.627 -2.878 -3.588
H2 -1.428 -4.079 -2.312
H3 -0.103 -3.733 -3.411
H4 -2.897 -2.645 -1.607
H5 -3.241 -0.919 -1.750
H6 -2.498 -2.374 0.836
H7 -4.108 -1.727 0.440
H8 -3.083 0.409 0.209
H9 -1.992 -0.703 2.677
H10 -3.688 -0.202 2.519
H11 -1.929 1.536 3.409
H12 -3.134 2.080 2.248
H13 -1.587 2.424 0.746
H14 0.064 2.006 3.094
H15 -0.325 3.566 2.350
H16 2.028 2.688 1.957
H17 1.156 3.108 0.478
H18 3.721 2.304 0.125
H19 4.587 0.788 0.353
H20 3.823 1.580 1.732
H21 4.450 -0.927 -0.572
H22 4.162 -2.846 -2.164
H23 1.888 -3.439 -2.898
Cl1 -0.308 5.508 -4.772
C16 -0.888 4.277 -3.711
C17 -2.255 4.108 -3.516
Cl2 -3.383 5.127 -4.334
C18 -2.723 3.114 -2.650
Cl3 -4.409 2.878 -2.359
C19 -1.820 2.292 -1.993
O1 -2.122 1.334 -1.138
C20 -0.442 2.460 -2.192
O2 0.312 1.618 -1.514
C21 0.023 3.451 -3.044
Cl4 1.730 3.636 -3.236
Se1 1.785 -0.238 5.203
N6 2.679 -1.653 4.614
C22 2.051 -2.063 3.535
C23 2.426 -3.195 2.747
C24 1.654 -3.481 1.680
C25 0.520 -2.651 1.360
N7 0.148 -1.601 2.021
C26 0.887 -1.300 3.134
N8 0.574 -0.280 3.907
H24 3.298 -3.772 3.024
H25 1.873 -4.314 1.026
H26 -0.057 -2.888 0.473

For reference, the natural (NBO) charges in units of e are: atom 1 (Ti): 1.843, atom 2 (C): -0.650, atom 3 (C): 0.141, atom 4 (N): -0.656, atom 5 (C): -0.234, atom 6 (C): -0.204, atom 7 (N): -0.645, atom 8 (C): -0.224, atom 9 (C): -0.221, atom 10 (N): -0.641, atom 11 (C): -0.221, atom 12 (C): -0.253, atom 13 (N): -0.500, atom 14 (C): 0.359, atom 15 (C): -0.681, atom 16 (C): 0.102, atom 17 (C): -0.204, atom 18 (C): -0.278, atom 19 (C): -0.145, atom 20 (C): 0.031, atom 21 (N): -0.650, atom 22 (H): 0.223, atom 23 (H): 0.208, atom 24 (H): 0.222, atom 25 (H): 0.203, atom 26 (H): 0.209, atom 27 (H): 0.196, atom 28 (H): 0.187, atom 29 (H): 0.418, atom 30 (H): 0.224, atom 31 (H): 0.186, atom 32 (H): 0.214, atom 33 (H): 0.197, atom 34 (H): 0.406, atom 35 (H): 0.215, atom 36 (H): 0.194, atom 37 (H): 0.204, atom 38 (H): 0.223, atom 39 (H): 0.246, atom 40 (H): 0.230, atom 41 (H): 0.225, atom 42 (H): 0.211, atom 43 (H): 0.215, atom 44 (H): 0.212, atom 45 (Cl): 0.030, atom 46 (C): -0.091, atom 47 (C): -0.106, atom 48 (Cl): 0.031, atom 49 (C): -0.112, atom 50 (Cl): 0.015, atom 51 (C): 0.236, atom 52 (O): -0.815, atom 53 (C): 0.299, atom 54 (O): -0.763, atom 55 (C): -0.138, atom 56 (Cl): 0.022, atom 57 (Se): 0.951, atom 58 (N): -0.614, atom 59 (C): 0.130, atom 60 (C): -0.173, atom 61 (C): -0.239, atom 62 (C): 0.140, atom 63 (N): -0.438, atom 64 (C): 0.250, atom 65 (N): -0.640, atom 66 (H): 0.234, atom 67 (H): 0.233, atom 68 (H): 0.220

=====

[3]
C26H26ClINO2PTa | the ωB97M-V functional and the def2-TZVPD basis

Total charge: +3
Multiplicity: 1
HOMO-LUMO gap in Ha: 0.2281
Electronic energy in eV: -64405.82226
Energy above the lowest of the compared OMol25 structures with the same formula, charge and spin in kJ/mol: 0.0

Positions of all 59 atoms, in Å:
Ta1 -0.331 -0.120 -0.163
Cl1 -5.287 1.759 -4.486
C1 -4.191 0.665 -3.634
C2 -4.286 -0.719 -3.368
C3 -3.127 -1.398 -2.771
I1 -2.775 -3.519 -2.490
C4 -2.118 -0.687 -2.311
O1 -1.127 -1.305 -1.573
C5 -2.032 0.679 -2.461
N1 -0.999 1.249 -1.707
C6 -0.741 2.536 -1.817
C7 -1.561 3.181 -2.707
C8 -2.675 2.661 -3.315
C9 -3.059 1.361 -3.114
H1 -5.178 -1.235 -3.647
H2 0.039 3.059 -1.267
H3 -1.310 4.206 -2.910
H4 -3.200 3.329 -4.006
C10 3.972 -0.567 -3.263
C11 4.721 -0.286 -2.024
C12 4.553 1.053 -1.423
C13 5.644 -1.357 -1.528
O2 1.160 -0.915 -0.036
H5 4.589 -1.234 -3.907
H6 3.598 0.302 -3.775
H7 3.077 -1.155 -2.937
H8 5.312 1.668 -1.935
H9 4.841 1.123 -0.376
H10 3.561 1.501 -1.688
H11 6.640 -1.059 -1.891
H12 5.469 -2.319 -2.006
H13 5.756 -1.431 -0.439
C14 -3.190 -0.408 2.242
P1 -1.530 -0.858 1.816
C15 -0.704 -2.064 2.854
C16 0.087 -3.012 2.258
C17 0.680 -4.030 2.986
C18 0.340 -4.150 4.332
C19 -0.470 -3.182 4.956
C20 -0.976 -2.122 4.242
C21 -0.824 0.920 2.007
C22 -1.398 1.979 1.254
C23 -0.825 3.256 1.282
C24 0.211 3.595 2.149
C25 0.786 2.522 2.871
C26 0.323 1.217 2.751
H14 -3.158 0.130 3.228
H15 -3.852 -1.266 2.321
H16 -3.590 0.207 1.468
H17 0.317 -2.997 1.189
H18 1.305 -4.753 2.515
H19 0.671 -4.998 4.894
H20 -0.738 -3.333 6.022
H21 -1.587 -1.361 4.646
H22 -2.336 1.826 0.713
H23 -1.358 4.021 0.711
H24 0.563 4.627 2.339
H25 1.529 2.801 3.619
H26 0.792 0.404 3.311

For reference, the Löwdin charges in units of e are: atom 1 (Ta): 1.621, atom 2 (Cl): 0.770, atom 3 (C): -0.503, atom 4 (C): -0.002, atom 5 (C): -0.511, atom 6 (I): 1.011, atom 7 (C): -0.464, atom 8 (O): -0.353, atom 9 (C): -0.147, atom 10 (N): -0.068, atom 11 (C): -0.113, atom 12 (C): -0.017, atom 13 (C): 0.029, atom 14 (C): -0.188, atom 15 (H): 0.117, atom 16 (H): 0.130, atom 17 (H): 0.129, atom 18 (H): 0.130, atom 19 (C): 0.003, atom 20 (C): -0.164, atom 21 (C): 0.007, atom 22 (C): 0.022, atom 23 (O): -0.427, atom 24 (H): 0.135, atom 25 (H): 0.099, atom 26 (H): 0.147, atom 27 (H): 0.149, atom 28 (H): 0.108, atom 29 (H): 0.115, atom 30 (H): 0.148, atom 31 (H): 0.110, atom 32 (H): 0.119, atom 33 (C): -0.198, atom 34 (P): 0.965, atom 35 (C): -0.385, atom 36 (C): -0.112, atom 37 (C): -0.028, atom 38 (C): -0.004, atom 39 (C): -0.030, atom 40 (C): -0.061, atom 41 (C): -0.439, atom 42 (C): -0.169, atom 43 (C): -0.069, atom 44 (C): 0.008, atom 45 (C): -0.014, atom 46 (C): -0.062, atom 47 (H): 0.104, atom 48 (H): 0.081, atom 49 (H): 0.041, atom 50 (H): 0.095, atom 51 (H): 0.116, atom 52 (H): 0.121, atom 53 (H): 0.141, atom 54 (H): 0.100, atom 55 (H): 0.116, atom 56 (H): 0.132, atom 57 (H): 0.147, atom 58 (H): 0.134, atom 59 (H): 0.129